No. 1
102
Properties=species:S:1:pos:R:3:mulliken_charge:R:1 method="wB97M-V/def2-TZVPD" homo_energy_ev=-8.48 e_tot_ha=-3916.18562 largest_force_ha_per_bohr=0.1634 gap_ev=6.481 smiles="C[C@@H](CN(Cl)S(=O)(=O)F)OCc1ccccc1.O=C1C=CC(=O)C=C1.O=C1C=CC(=O)C=C1.O=C1C=CC(=O)C=C1.O=C1C=CC(=O)C=C1.O=C1C=CC(=O)C=C1.O=C1C=CC(=O)C=C1"
O -4.976 3.214 -4.838 -0.55
H 5.005 -1.388 -3.523 0.43
C 3.985 0.573 1.697 -0.11
C 0.446 3.826 -0.859 0.35
H -0.342 7.340 -0.998 0.38
C 5.229 -0.943 3.168 0.33
C -2.287 -0.714 -1.174 -0.36
H -10.562 3.600 -0.258 0.40
H 2.138 7.068 -1.483 0.26
C 5.233 0.913 0.981 0.71
C -1.560 -4.981 4.075 -0.42
O 5.234 1.702 0.052 -0.64
H -4.235 4.907 -0.024 0.29
C -9.738 3.783 -0.937 -0.37
C -8.465 3.704 -0.549 -0.45
H 6.027 -6.656 2.060 0.45
C -2.572 -2.009 -1.309 -0.60
C -10.096 4.127 -2.330 0.29
H 8.904 -3.825 5.042 0.43
C 5.359 -3.864 -1.142 0.40
C 3.983 -0.290 2.714 -0.60
C 3.051 -3.827 -1.965 -0.37
H -4.685 5.041 -2.443 -0.34
H -0.588 3.328 -0.768 -0.09
C 7.150 -4.865 2.208 -0.43
H -2.152 -2.613 -2.104 0.49
C 0.560 5.326 -1.190 0.62
H 3.996 2.799 -0.644 0.63
C -2.872 0.089 -0.079 0.39
C -3.485 -2.696 -0.372 0.41
H 7.380 -1.089 2.796 0.35
H -1.897 4.205 -2.131 0.35
C 6.929 -6.476 4.044 0.34
H -9.267 4.630 -4.291 0.44
O -11.257 4.201 -2.684 -0.55
C -2.034 -6.146 4.518 -0.34
H 7.383 0.519 0.898 0.48
C 3.206 5.008 -1.058 -0.47
Cl -3.754 6.091 -5.277 -0.03
H -2.756 3.887 0.384 0.37
H -4.737 -2.412 1.400 0.47
H 1.517 1.783 -0.433 0.36
H -1.620 -0.195 -1.851 0.55
C 6.477 -0.603 2.451 -0.29
C -3.492 4.143 -0.467 -1.12
H 6.717 -2.392 -2.022 0.47
C 3.090 3.482 -0.767 -0.49
O -2.664 3.043 -5.569 -0.59
C -2.674 -5.376 1.841 -0.21
H 2.028 -4.181 -1.991 0.44
C 5.694 -2.746 -2.049 -0.35
H -2.872 -5.013 0.839 0.41
H -6.891 4.483 -3.568 0.31
O 2.548 -2.220 -3.606 -0.57
C -7.714 4.301 -2.888 -0.02
C 8.002 -4.006 3.057 0.47
C 1.668 2.891 -0.643 -0.59
H -1.835 -6.507 5.520 0.41
H -8.185 3.453 0.466 0.43
O -1.408 -3.445 2.297 -0.54
O -6.193 3.882 -1.139 -0.31
H -0.950 -4.333 4.692 0.42
O 6.473 -7.523 4.464 -0.56
H -0.798 6.561 -2.590 0.24
H 3.741 -5.184 -0.491 0.45
C -3.785 -0.598 0.858 -0.41
H 6.955 -4.511 1.200 0.99
C -8.988 4.379 -3.276 -0.49
H 7.975 -5.968 5.899 0.41
C -2.581 4.922 -1.566 0.51
H -4.205 0.005 1.653 0.48
C 8.279 -4.467 4.434 -0.38
O -2.610 1.271 0.046 -0.48
O 6.198 -4.354 -0.406 -0.59
N -3.151 5.067 -4.022 -0.10
C 3.969 -4.365 -1.161 -0.35
O -1.896 5.961 -0.840 -0.46
O -3.747 -3.880 -0.497 -0.70
C 2.003 5.945 -1.270 -0.62
O -3.299 -8.076 4.061 -0.55
C 3.385 -2.708 -2.873 0.37
H 3.081 1.060 1.351 0.27
C -3.642 5.490 -2.665 -0.26
C -3.148 -6.541 2.284 -0.45
S -3.557 3.429 -4.408 1.15
C -7.357 3.956 -1.495 0.27
H 3.078 -0.549 3.250 0.47
H 4.255 5.463 -1.133 0.28
C -0.649 6.329 -1.466 -0.49
H -3.698 6.642 -2.659 0.56
C 6.478 0.260 1.434 -0.50
H -4.017 3.234 -0.897 0.14
C -4.070 -1.893 0.722 -0.28
F -3.225 2.348 -3.179 -0.13
O 5.229 -1.732 4.094 -0.57
C 6.652 -6.014 2.668 -0.53
O 8.459 -2.958 2.637 -0.63
H -3.758 -7.189 1.667 0.45
C -2.865 -7.014 3.656 0.34
C 7.781 -5.616 4.893 -0.48
C 4.776 -2.207 -2.853 -0.40
C -1.843 -4.509 2.703 0.49

=====

No. 2
21
Properties=species:S:1:pos:R:3:mulliken_charge:R:1 method="wB97M-V/def2-TZVPD" homo_energy_ev=-12.24 e_tot_ha=-657.20348 charge=+1 largest_force_ha_per_bohr=0.0980 gap_ev=7.558 smiles="[NH+]#C/N=C/N1CCNC1=C=[N+]([O-])O"
N -1.250 1.594 -0.462 -0.31
H -0.384 -3.417 0.144 0.30
H -2.548 0.173 0.130 0.37
H 0.240 -3.460 1.747 0.32
N -2.389 3.466 -1.382 -0.28
O 2.781 1.487 -1.824 -0.46
N 2.344 1.317 -0.455 0.70
C 0.003 -2.780 0.910 -0.50
H -2.317 4.304 -1.989 0.34
N -0.705 -0.527 0.292 0.10
N 1.093 -1.808 0.576 -0.19
H 1.936 -2.153 0.253 0.25
H 3.636 2.015 -1.909 0.37
C -1.033 -1.700 1.237 -0.58
C 0.677 -0.558 0.205 0.32
C -1.825 2.523 -0.956 0.43
C 1.425 0.446 -0.358 -0.40
H -0.926 -1.433 2.358 0.30
C -1.526 0.416 0.079 0.13
H -2.103 -1.902 1.061 0.41
O 2.870 1.998 0.344 -0.61

=====

No. 3
33
Properties=species:S:1:pos:R:3:mulliken_charge:R:1 method="wB97M-V/def2-TZVPD" homo_energy_ev="-15.65 / -16.97" e_tot_ha=-552.14402 charge=+2 largest_force_ha_per_bohr=0.1151 gap_ev="4.595 / 8.256"
H -0.767 -1.668 2.222 0.65
H -0.978 0.730 3.181 0.36
H -2.863 -0.681 0.145 0.39
H -3.273 -1.530 1.522 0.46
C 0.548 -2.715 0.275 -1.17
H 0.604 2.452 -4.131 0.30
H 1.037 -0.688 -0.462 0.19
H 2.405 1.406 -2.445 0.27
N -0.239 1.284 -1.403 0.17
H 0.179 -2.966 -0.655 0.42
C -2.560 -1.442 0.804 -1.31
N 1.664 2.044 -2.544 0.04
H -2.071 1.221 2.030 0.35
H 1.539 -3.276 0.524 0.34
H 1.119 2.807 -0.901 0.42
C 1.901 -0.864 1.412 -1.54
H -0.691 2.067 0.190 0.33
H 2.114 0.204 1.690 0.33
N -0.902 1.172 -0.358 -0.37
N 1.417 1.919 -3.943 -0.32
H 0.216 3.314 -2.235 0.41
H -0.318 -2.905 1.003 0.28
C -1.301 -0.886 1.622 0.09
N -0.275 -0.382 0.923 0.04
H 1.820 -1.501 2.182 0.49
H 2.947 -1.160 1.124 0.44
H -2.240 -2.438 0.567 0.36
C -1.789 0.299 2.523 -1.59
C 0.736 -1.205 0.402 0.63
H 2.246 2.106 -4.484 0.32
C 0.622 2.440 -1.726 -0.60
H -0.218 0.625 -2.145 0.34
H -2.629 0.216 3.094 0.47

=====

No. 4
21
Properties=species:S:1:pos:R:3:mulliken_charge:R:1 method="wB97M-V/def2-TZVPD" homo_energy_ev=-9.38 e_tot_ha=-515.63808 largest_force_ha_per_bohr=0.0125 gap_ev=10.000 smiles="CC(=O)C(=O)C(C)(C)NO"
H -2.368 0.909 -0.832 0.30
H 2.952 0.060 0.143 0.41
H 1.215 -0.500 -1.903 0.32
C -0.398 -0.057 0.952 -0.02
H 1.676 1.767 -1.050 0.44
H -3.616 -0.239 -0.304 0.36
N 0.540 -0.731 -1.176 -0.33
C -2.707 0.279 -0.011 -1.22
H 0.797 2.221 0.415 0.38
C 0.793 0.101 0.006 1.63
H 2.121 0.308 1.692 0.37
O 0.783 -2.112 -0.921 -0.46
C 0.790 1.566 -0.452 -1.75
H -2.892 0.916 0.852 0.35
C 2.094 -0.227 0.747 -1.63
O -1.727 -1.901 0.163 -0.64
C -1.631 -0.709 0.323 0.93
H -0.089 1.777 -1.055 0.37
H 2.146 -1.296 0.941 0.38
O -0.409 0.341 2.087 -0.57
H -0.071 -2.473 -0.618 0.38

=====

No. 5
9
Properties=species:S:1:pos:R:3:mulliken_charge:R:1 method="wB97M-V/def2-TZVPD" homo_energy_ev="-7.39 / -9.80" e_tot_ha=-171.86027 multiplicity=3 largest_force_ha_per_bohr=0.1308 gap_ev="8.648 / 8.274"
N -0.393 -0.539 -0.028 -0.42
C 0.551 0.320 -0.116 0.22
C -1.904 -0.025 0.042 -0.63
C 1.738 -0.200 0.051 -0.81
H 1.619 -1.234 0.352 0.29
H -2.509 -0.771 0.224 0.41
H 0.404 1.338 -0.403 0.33
H -2.249 1.034 -0.088 0.27
H 2.742 0.078 -0.034 0.33

=====

No. 6
62
Properties=species:S:1:pos:R:3:mulliken_charge:R:1 method="wB97M-V/def2-TZVPD" homo_energy_ev="-9.94 / -10.70" e_tot_ha=-4992.80761 multiplicity=4 charge=+1 largest_force_ha_per_bohr=0.0087 gap_ev="7.596 / 8.324"
C 0.773 1.384 -3.390 -0.62
H 3.449 -0.988 -2.147 0.49
C 0.618 -3.313 1.688 0.87
C 0.545 2.301 -1.084 -1.46
H 2.475 -0.891 0.972 0.41
C -2.029 1.821 1.165 0.62
H -0.435 2.554 -1.474 0.60
H 2.420 1.479 0.455 0.55
C -0.707 2.534 0.992 -1.68
H 2.803 1.249 5.511 0.44
N 2.128 0.507 -1.630 -0.05
H 1.012 0.498 -5.330 0.45
N 1.760 -1.504 0.599 -0.29
H -3.248 -1.190 0.901 0.41
N 0.761 -4.528 2.229 -0.47
H 3.064 2.411 3.321 0.54
C 1.514 1.256 2.393 0.37
H 1.857 2.985 1.180 0.58
C 1.338 0.506 -4.297 -0.55
C 1.185 1.344 -2.063 0.34
C 2.332 1.624 3.452 -1.07
H -5.330 -0.033 1.594 0.46
N -2.080 0.502 0.976 0.78
Cl 0.680 -3.239 -1.585 -0.26
H 2.782 -1.083 -4.520 0.47
C -0.675 -2.466 -3.743 -0.61
C 2.678 -0.321 -2.521 -0.52
N 0.362 1.770 0.288 1.61
C 1.618 1.923 1.046 -1.51
C -2.101 -0.549 -3.877 -0.63
H -0.011 2.068 -3.692 0.44
H 1.652 -4.984 2.321 0.18
V -0.259 -0.434 0.418 0.53
H -0.331 -1.073 3.731 0.54
H -0.068 -5.045 2.466 0.23
S -0.903 -2.634 1.506 -0.53
H 1.129 3.230 -1.040 0.37
C 1.208 0.000 4.793 -1.02
H -0.354 2.797 1.991 0.44
H 1.041 -0.514 5.729 0.45
H 1.951 -1.701 -0.383 0.14
C -0.417 -2.123 -2.413 1.65
C -3.150 2.550 1.532 -1.04
C -1.530 -1.661 -4.485 0.64
Cl -1.867 -2.028 -6.128 -0.18
H -3.077 3.621 1.670 0.51
N 0.592 0.294 2.505 0.67
H -0.884 3.482 0.477 0.68
Cl 0.049 -3.832 -4.498 -0.17
C -3.251 -0.129 1.114 -0.29
C -4.408 0.521 1.490 -1.01
H -5.242 2.438 1.990 0.44
Cl -3.149 0.453 -4.803 -0.17
C 2.314 -0.372 -3.854 -0.58
N 1.768 -2.700 1.329 -0.70
H 2.610 -3.255 1.274 0.26
C -4.354 1.890 1.704 -0.50
C -1.782 -0.263 -2.547 1.32
Cl -2.525 1.208 -1.923 -0.19
C -0.923 -1.012 -1.733 -1.51
C 2.181 0.980 4.668 -0.43
C 0.438 -0.313 3.687 -0.44

=====

No. 7
10
Properties=species:S:1:pos:R:3:mulliken_charge:R:1 method="wB97M-V/def2-TZVPD" homo_energy_ev="-9.87 / -10.34" e_tot_ha=-324.45206 multiplicity=2 charge=+1 largest_force_ha_per_bohr=0.0457 gap_ev="5.914 / 6.372"
O 1.706 0.613 -1.173 -0.47
C -0.960 -0.702 0.957 -0.14
Cs 4.394 2.504 -4.673 1.00
C 0.041 -0.294 0.144 -0.92
O -2.760 -1.566 2.479 -0.49
C -1.797 -1.112 1.759 0.79
H -0.260 1.200 -1.352 0.27
H 2.087 -0.238 -0.770 0.33
C 0.426 0.674 -0.680 0.28
H -2.876 -1.079 3.309 0.36